No. 1
{"formula": "C4H2Br2Si", "method": "ωB97M-V with the def2-TZVPD basis set", "species": ["C", "C", "Si", "Br", "Br", "C", "C", "H", "H"], "positions_angstrom": [[0.6687, -1.4376, 1.7571], [-0.1111, -1.4194, 0.8346], [-1.6340, -1.1269, -0.1702], [-2.1331, -2.6697, -1.7878], [-3.4782, -1.1940, 1.1689], [-1.4201, 0.4926, -0.9763], [-0.9245, 1.2704, -1.7660], [1.1654, -1.6175, 2.6631], [-0.8059, 2.1061, -2.4322]], "forces_ev_per_a": [[-1.06, -0.36, -0.72], [-0.66, 0.11, -0.10], [-0.50, -0.42, 0.04], [0.54, 0.78, 0.90], [1.02, 0.14, -0.54], [0.70, -0.37, -0.55], [-1.19, 0.36, 0.39], [0.74, 0.11, 0.45], [0.41, -0.35, 0.14]], "orbital_gap_ev": 10.7, "de_lowest_kcal_mol": 0.0, "e_lumo_ev": 0.219, "smiles": "C#C[Si](Br)(Br)C#C", "fmax_ha_per_bohr": 0.026, "homo_energy_ev": -10.47, "spin_multiplicity": 1}

=====

No. 2
{"formula": "C5H6O3", "method": "ωB97M-V with the def2-TZVPD basis set", "species": ["C", "C", "O", "C", "C", "O", "C", "O", "H", "H", "H", "H", "H", "H"], "positions_angstrom": [[-2.2074, 0.2359, 0.0575], [-0.7513, -0.0935, -0.3309], [-0.5138, -1.4270, -0.1923], [0.8238, -1.6545, -0.0840], [1.4761, -0.4404, -0.1023], [2.7891, -0.2351, -0.0387], [0.4518, 0.5421, -0.1394], [0.8555, 1.8822, -0.2199], [-2.8578, 0.1277, -0.8580], [-2.1419, 1.2601, 0.3919], [-2.3916, -0.6031, 0.8631], [1.2152, -2.6441, 0.0684], [2.9175, 0.6604, 0.2250], [0.3347, 2.3894, 0.3594]], "forces_ev_per_a": [[1.39, -2.02, -0.88], [-0.47, -0.06, 1.88], [0.30, -0.65, -0.41], [0.81, 1.45, -0.02], [-1.77, -1.84, 0.29], [0.70, -0.77, -0.15], [0.45, 0.99, -1.30], [0.38, -1.81, -0.86], [0.35, 0.14, 1.27], [-0.77, 0.16, 0.46], [-0.32, 2.17, -1.42], [-0.33, -0.13, -0.23], [0.35, 1.24, 0.21], [-1.07, 1.14, 1.14]], "orbital_gap_ev": 8.6, "de_lowest_kcal_mol": 36.9, "e_lumo_ev": 0.506, "smiles": "Cc1occ(O)c1O", "fmax_ha_per_bohr": 0.051, "homo_energy_ev": -8.14, "spin_multiplicity": 1}

=====

No. 3
{"formula": "C35H41BBrMgN8O2", "method": "ωB97M-V with the def2-TZVPD basis set", "species": ["Mg", "C", "C", "N", "N", "C", "B", "N", "C", "C", "C", "N", "N", "C", "C", "C", "N", "N", "C", "C", "C", "N", "H", "H", "H", "H", "H", "H", "H", "H", "H", "H", "H", "H", "C", "C", "C", "C", "C", "C", "C", "Br", "C", "O", "C", "C", "C", "C", "C", "C", "H", "H", "H", "H", "H", "H", "H", "H", "H", "H", "H", "H", "H", "H", "H", "H", "H", "H", "H", "H", "C", "C", "C", "C", "C", "C", "C", "C", "H", "H", "H", "H", "H", "C", "O", "H", "H", "H", "H"], "positions_angstrom": [[0.5542, 0.6164, 1.2780], [2.8712, 3.5812, 3.3939], [1.8333, 3.2829, 2.5091], [1.6080, 1.9825, 2.4797], [2.4720, 1.4078, 3.3392], [3.2504, 2.3543, 3.8927], [2.5541, -0.1334, 3.5049], [1.1491, -0.7236, 3.7836], [0.7624, -1.5537, 4.7656], [-0.5817, -1.8156, 4.6124], [-0.9425, -1.0875, 3.4783], [0.1022, -0.4450, 2.9909], [3.0676, -0.7253, 2.1637], [4.0520, -1.5796, 1.8544], [4.0583, -1.7629, 0.4845], [3.0175, -0.9584, 0.0304], [2.4247, -0.3436, 1.0421], [3.4260, -0.4279, 4.7158], [3.1773, 0.0377, 5.9633], [4.1398, -0.4587, 6.8071], [4.9516, -1.2387, 5.9691], [4.5183, -1.2174, 4.7235], [3.2796, 4.5430, 3.6394], [1.2255, 3.9366, 1.9067], [4.0166, 2.0968, 4.6008], [1.4612, -1.9007, 5.5054], [-1.2047, -2.4305, 5.2335], [-1.8983, -0.9899, 2.9922], [4.6778, -1.9761, 2.6284], [4.7325, -2.3677, -0.0921], [2.6718, -0.7881, -0.9768], [2.3364, 0.6820, 6.1536], [4.2416, -0.2848, 7.8619], [5.8278, -1.8106, 6.2199], [-0.6347, 1.7490, -6.4187], [-0.1445, 0.3521, -6.0111], [1.3083, 0.1622, -6.4741], [-1.0168, -0.6893, -6.7119], [-0.1966, 0.2356, -4.4949], [0.5594, 1.1393, -3.7213], [0.5531, 1.0445, -2.3640], [1.5360, 2.2550, -1.3162], [-0.2060, 0.0218, -1.6671], [-0.1218, -0.0826, -0.4275], [-1.0596, -0.8361, -2.4638], [-0.9811, -0.7134, -3.8381], [-2.0135, -1.8726, -1.8698], [-1.5157, -3.2693, -2.2742], [-2.1582, -1.8370, -0.3437], [-3.4155, -1.6288, -2.4586], [-0.6151, 1.8414, -7.5047], [-0.0076, 2.5367, -6.0055], [-1.6563, 1.9169, -6.0790], [1.3640, 0.2589, -7.5584], [1.6780, -0.8259, -6.2001], [1.9737, 0.9051, -6.0381], [-0.9253, -0.5642, -7.7907], [-2.0696, -0.5748, -6.4546], [-0.7077, -1.7061, -6.4702], [1.1464, 1.9104, -4.1963], [-1.5739, -1.3837, -4.4388], [-0.5165, -3.4519, -1.8789], [-1.4851, -3.3957, -3.3562], [-2.1836, -4.0265, -1.8624], [-1.2458, -2.1283, 0.1717], [-2.9391, -2.5497, -0.0728], [-2.4531, -0.8511, 0.0118], [-3.4423, -1.7200, -3.5429], [-3.7769, -0.6369, -2.1881], [-4.1068, -2.3646, -2.0482], [-1.2628, 1.8262, 1.0732], [-2.3132, 2.4063, 0.8756], [-3.5472, 3.0820, 0.6337], [-4.7336, 2.6456, 1.2305], [-5.9285, 3.3002, 0.9919], [-5.9686, 4.4043, 0.1525], [-4.7980, 4.8470, -0.4470], [-3.6012, 4.1948, -0.2108], [-4.7002, 1.7867, 1.8870], [-6.8355, 2.9478, 1.4655], [-6.9033, 4.9164, -0.0312], [-4.8180, 5.7080, -1.1023], [-2.6875, 4.5389, -0.6764], [1.1935, -4.1440, 2.0999], [0.8878, -2.9412, 1.4242], [2.2349, -4.1627, 2.4372], [1.0019, -5.0235, 1.4779], [0.5449, -4.1856, 2.9738], [1.4509, -2.8694, 0.6463]], "forces_ev_per_a": [[-0.97, 1.09, 0.06], [0.05, -0.08, 0.05], [-0.13, 0.12, -0.06], [0.06, -0.21, 0.01], [0.11, 0.04, 0.06], [0.18, 0.12, 0.11], [0.04, -0.05, 0.02], [0.03, -0.01, 0.20], [0.04, -0.17, 0.19], [0.06, 0.00, 0.02], [-0.19, 0.00, -0.11], [0.09, -0.02, -0.09], [0.23, 0.01, 0.05], [0.13, -0.16, 0.00], [0.04, -0.04, 0.08], [-0.08, 0.03, -0.22], [-0.12, 0.01, 0.03], [0.09, -0.01, 0.16], [-0.03, 0.05, 0.15], [-0.13, 0.08, -0.03], [-0.01, 0.00, -0.03], [0.16, -0.18, -0.26], [0.03, 0.06, 0.02], [-0.05, 0.04, -0.04], [0.05, 0.00, 0.04], [0.03, -0.02, 0.05], [-0.04, -0.05, 0.05], [-0.05, 0.00, -0.03], [0.08, -0.04, 0.09], [0.05, -0.04, -0.03], [-0.02, 0.00, -0.04], [-0.05, 0.04, 0.03], [-0.01, 0.02, 0.07], [0.07, -0.05, 0.01], [0.01, -0.01, 0.00], [0.01, -0.01, 0.00], [-0.04, 0.00, 0.01], [0.03, 0.02, 0.02], [0.02, 0.02, -0.06], [0.01, -0.01, 0.19], [0.06, 0.06, -0.16], [0.01, -0.06, -0.05], [-0.19, 0.17, 0.09], [0.28, -0.62, -0.63], [0.01, 0.00, -0.10], [-0.03, -0.04, 0.10], [-0.01, 0.02, 0.05], [-0.04, 0.02, 0.00], [0.01, -0.03, 0.00], [0.04, -0.03, 0.01], [0.00, 0.01, -0.05], [0.03, 0.05, 0.02], [-0.05, 0.01, 0.01], [0.00, 0.00, -0.05], [0.01, -0.05, 0.01], [0.04, 0.04, 0.02], [0.00, 0.01, -0.03], [-0.05, 0.01, 0.02], [0.02, -0.05, 0.01], [0.04, 0.05, -0.02], [-0.05, -0.04, -0.03], [0.05, -0.01, 0.03], [0.00, 0.00, -0.06], [-0.03, -0.03, 0.01], [0.00, -0.03, 0.01], [-0.04, -0.03, 0.01], [-0.02, 0.05, 0.03], [0.01, -0.01, -0.06], [-0.01, 0.04, 0.02], [-0.03, -0.03, 0.02], [0.71, -0.33, 0.17], [-0.39, 0.18, -0.14], [-0.11, 0.06, -0.01], [0.03, -0.03, 0.02], [-0.07, 0.02, 0.00], [-0.02, 0.02, -0.01], [-0.05, 0.04, -0.02], [0.04, 0.00, -0.01], [0.01, -0.02, 0.02], [-0.03, -0.01, 0.01], [-0.03, 0.02, -0.01], [0.00, 0.03, -0.02], [0.03, 0.01, 0.00], [0.03, -0.08, 0.11], [-0.13, 0.05, -0.21], [-0.01, -0.02, 0.01], [0.01, -0.03, 0.01], [0.03, -0.02, -0.01], [0.10, 0.04, 0.08]], "orbital_gap_ev": [7.6, 4.7], "e_lumo_ev": [0.321, -2.506], "fmax_ha_per_bohr": 0.028, "homo_energy_ev": [-7.27, -7.24], "spin_multiplicity": 2}

=====

No. 4
{"formula": "C31H28CsN9O2S2", "method": "ωB97M-V with the def2-TZVPD basis set", "species": ["Cs", "C", "C", "N", "C", "S", "N", "N", "C", "C", "C", "C", "C", "C", "C", "N", "H", "H", "H", "H", "H", "H", "H", "H", "H", "H", "H", "H", "H", "N", "C", "N", "C", "N", "N", "C", "C", "C", "C", "C", "C", "N", "C", "C", "C", "C", "C", "C", "H", "H", "H", "H", "H", "H", "H", "H", "H", "H", "H", "O", "C", "O", "C", "C", "C", "C", "C", "C", "S", "H", "H", "H", "H"], "positions_angstrom": [[-0.5121, 1.0723, -0.4417], [-7.1018, 2.3967, 2.7901], [-6.0593, 3.4454, 2.4076], [-5.4083, 3.1809, 1.1410], [-4.4652, 2.1768, 1.0046], [-4.1114, 1.6686, -0.5976], [-3.9930, 1.7063, 2.1394], [-2.9672, 0.8279, 1.9862], [-2.7099, 0.0923, 3.0030], [-3.5169, 0.1346, 4.2750], [-1.5367, -0.8034, 2.9034], [-0.8948, -1.2929, 4.0439], [0.2296, -2.0896, 3.9014], [0.6855, -2.3935, 2.6318], [-0.0137, -1.8705, 1.5513], [-1.0885, -1.1009, 1.6782], [-7.5406, 2.6202, 3.7671], [-6.6291, 1.4153, 2.8357], [-7.9082, 2.3592, 2.0532], [-5.2879, 3.4866, 3.1741], [-6.5229, 4.4345, 2.3503], [-5.9511, 3.3053, 0.3022], [-4.5662, 0.2770, 4.0221], [-3.2268, 0.9882, 4.8957], [-3.4058, -0.7792, 4.8589], [-1.2502, -1.0272, 5.0304], [0.7483, -2.4572, 4.7790], [1.5624, -3.0038, 2.4630], [0.3024, -2.0789, 0.5346], [3.7212, -1.1697, -0.8372], [2.3935, -0.9729, -0.9388], [1.5292, -1.8165, -1.3998], [1.9874, -3.0517, -1.8374], [1.2125, -3.9457, -2.3462], [-0.1370, -3.5918, -2.3424], [-0.4820, -2.7008, -3.1652], [-1.8278, -2.0910, -3.1394], [-2.0712, -1.0009, -3.9686], [-3.2805, -0.3265, -3.8616], [-4.1945, -0.7538, -2.9254], [-3.8614, -1.8545, -2.1394], [-2.7265, -2.5247, -2.2447], [3.4256, -3.3615, -1.7074], [3.9622, -4.5993, -2.0566], [5.3217, -4.8302, -1.9605], [6.1670, -3.8176, -1.5104], [5.6584, -2.5890, -1.1426], [4.2837, -2.3604, -1.2286], [4.2500, -0.3408, -0.5884], [2.1044, -0.0098, -0.5452], [0.2368, -2.2544, -3.8584], [-1.3014, -0.6681, -4.6544], [-3.4805, 0.5438, -4.4741], [-5.1204, -0.2272, -2.7426], [-4.5517, -2.1801, -1.3683], [3.2785, -5.3598, -2.4093], [5.7338, -5.7931, -2.2369], [7.2341, -3.9945, -1.4448], [6.3039, -1.7945, -0.7895], [1.3068, 2.7305, 0.3565], [2.5078, 2.3527, 0.3338], [2.9508, 1.3007, 0.8542], [3.5140, 3.2621, -0.3467], [3.9464, 4.3805, 0.3582], [4.9121, 5.2387, -0.1538], [5.4430, 4.9686, -1.4096], [4.9968, 3.8729, -2.1348], [4.0154, 2.9942, -1.6377], [3.4345, 1.6750, -2.6276], [3.5063, 4.5723, 1.3318], [5.2406, 6.1013, 0.4156], [6.2011, 5.6186, -1.8366], [5.3947, 3.6774, -3.1233]], "forces_ev_per_a": [[-0.90, -0.48, -0.42], [0.01, 0.01, 0.02], [0.00, -0.02, -0.04], [-0.02, -0.07, 0.09], [0.00, -0.06, -0.12], [-0.11, 0.13, -0.11], [-0.12, 0.06, 0.14], [0.18, -0.06, -0.02], [-0.13, 0.10, 0.07], [0.01, 0.02, -0.02], [0.15, -0.04, -0.01], [-0.01, -0.01, 0.00], [0.00, 0.00, 0.02], [0.00, 0.00, -0.05], [-0.11, -0.06, 0.13], [0.06, -0.13, 0.03], [0.00, -0.01, -0.01], [-0.01, 0.01, 0.00], [0.01, 0.00, 0.00], [0.02, 0.00, 0.00], [-0.01, 0.01, -0.03], [0.03, 0.04, 0.00], [0.00, 0.01, 0.01], [0.00, -0.02, 0.01], [0.01, 0.00, -0.01], [-0.01, 0.01, -0.02], [0.01, 0.00, 0.00], [0.01, 0.00, 0.03], [-0.03, -0.01, 0.02], [-0.09, -0.03, 0.06], [0.10, 0.02, -0.02], [0.12, 0.03, 0.18], [0.17, -0.01, -0.10], [-0.45, 0.16, -0.06], [0.32, -0.33, 0.18], [-0.13, 0.12, -0.13], [-0.11, 0.03, 0.05], [0.02, -0.01, 0.01], [0.12, 0.07, -0.13], [-0.08, -0.08, 0.17], [-0.07, 0.06, -0.10], [0.10, -0.02, -0.01], [0.17, 0.05, 0.06], [0.01, 0.08, 0.00], [-0.03, -0.09, -0.03], [0.04, 0.06, 0.03], [0.03, -0.01, 0.00], [-0.12, -0.04, -0.06], [0.06, 0.00, -0.02], [-0.02, 0.00, -0.05], [0.01, -0.02, 0.01], [-0.02, 0.00, -0.01], [0.00, 0.00, 0.00], [0.02, 0.03, -0.03], [0.04, -0.08, 0.00], [0.01, -0.02, -0.01], [-0.02, 0.00, 0.00], [-0.01, 0.01, 0.00], [0.00, -0.01, 0.00], [0.72, 0.60, 0.29], [0.04, 0.11, 0.00], [0.04, -0.12, -0.09], [0.07, 0.14, 0.07], [-0.01, -0.10, -0.03], [0.00, 0.02, 0.02], [-0.03, -0.08, -0.06], [-0.03, 0.10, 0.16], [-0.02, 0.04, -0.07], [-0.04, -0.13, 0.01], [0.03, 0.01, 0.01], [0.00, 0.01, 0.00], [0.00, 0.01, 0.01], [-0.01, -0.02, -0.02]], "orbital_gap_ev": 5.2, "de_lowest_kcal_mol": 17.8, "e_lumo_ev": 3.968, "fmax_ha_per_bohr": 0.021, "homo_energy_ev": -1.19, "charge": -2, "spin_multiplicity": 1}

=====

- Which formula does entry 3 have?
  C35H41BBrMgN8O2